This record from the Open Molecules 2025 dataset describes C44H52BrInN7O5S as an isolated structure. The level of theory is ωB97M-V with the def2-TZVPD basis set.

Each line ends with the Löwdin charge.
Cartesian coordinates (Å):
In: -0.310 -0.288 -0.332  0.64
C: 2.094 -3.128 1.433  -0.11
C: 1.364 -3.919 2.500  -0.37
C: 1.979 -3.663 3.883  -0.06
C: -0.157 -3.794 2.565  -0.13
C: -0.771 -4.961 3.026  -0.07
C: -2.125 -5.037 3.280  -0.09
C: -2.895 -3.909 3.077  -0.05
C: -2.336 -2.725 2.610  -0.12
C: -3.229 -1.506 2.543  -0.36
C: -3.271 -0.810 3.910  -0.04
C: -4.652 -1.812 2.076  -0.06
C: -0.956 -2.655 2.314  -0.14
N: -0.401 -1.407 1.834  0.08
C: 0.083 -0.661 2.833  -0.49
O: 0.100 -0.932 4.043  0.01
C: 0.688 0.675 2.450  -0.18
C: 1.406 1.432 3.362  0.02
C: 1.941 2.638 2.932  -0.03
C: 1.741 3.064 1.626  0.02
C: 1.004 2.255 0.778  -0.19
N: 0.504 1.105 1.214  0.03
C: 0.722 2.664 -0.658  -0.51
O: 1.207 3.740 -1.027  0.01
N: -0.035 1.821 -1.365  0.05
C: -0.428 2.284 -2.663  -0.14
C: 0.234 1.788 -3.807  -0.13
C: -0.197 2.175 -5.070  -0.05
C: -1.240 3.070 -5.233  -0.09
C: -1.841 3.606 -4.114  -0.05
C: -1.452 3.240 -2.827  -0.12
C: -2.135 3.949 -1.674  -0.37
C: -1.616 5.385 -1.526  -0.06
C: -3.654 3.984 -1.851  -0.08
C: 1.475 0.935 -3.660  -0.41
C: 2.658 1.795 -3.201  -0.08
C: 1.877 0.194 -4.933  -0.08
H: 3.109 -3.518 1.316  0.08
H: 2.177 -2.076 1.682  0.03
H: 1.602 -3.184 0.463  0.03
H: 1.535 -4.979 2.278  0.12
H: 1.698 -2.677 4.251  0.07
H: 3.070 -3.725 3.826  0.07
H: 1.630 -4.402 4.608  0.07
H: -0.145 -5.830 3.204  0.11
H: -2.571 -5.958 3.637  0.10
H: -3.956 -3.944 3.290  0.10
H: -2.775 -0.822 1.837  0.09
H: -3.777 -1.453 4.637  0.08
H: -3.835 0.126 3.840  0.07
H: -2.271 -0.597 4.286  0.07
H: -5.197 -2.398 2.822  0.07
H: -4.663 -2.348 1.127  0.07
H: -5.202 -0.878 1.950  0.06
H: 1.525 1.056 4.367  0.12
H: 2.516 3.249 3.618  0.11
H: 2.137 3.991 1.236  0.12
H: 0.304 1.785 -5.947  0.10
H: -1.564 3.362 -6.225  0.09
H: -2.633 4.336 -4.239  0.10
H: -1.906 3.401 -0.761  0.11
H: -1.917 5.980 -2.394  0.08
H: -0.532 5.402 -1.447  0.07
H: -2.042 5.854 -0.634  0.08
H: -3.938 4.653 -2.667  0.07
H: -4.132 4.360 -0.944  0.07
H: -4.057 2.996 -2.071  0.08
H: 1.294 0.188 -2.889  0.01
H: 2.932 2.491 -4.001  0.09
H: 3.517 1.160 -2.976  0.06
H: 2.423 2.381 -2.316  0.05
H: 2.305 0.878 -5.672  0.07
H: 1.032 -0.310 -5.399  0.05
H: 2.636 -0.553 -4.694  0.08
N: -1.053 -4.076 -6.839  0.09
C: -1.643 -3.474 -5.720  -0.33
C: -2.509 -4.194 -4.903  -0.05
C: -3.036 -3.609 -3.762  -0.10
C: -2.703 -2.306 -3.419  -0.38
C: -1.858 -1.573 -4.240  -0.06
C: -1.328 -2.160 -5.376  -0.02
S: -3.634 -1.614 -2.058  0.94
O: -1.081 -3.567 -0.724  -0.04
O: -3.992 -2.788 -1.221  -0.49
N: -2.475 -0.658 -1.292  -0.18
C: -3.102 0.246 -0.479  -0.52
N: -4.424 0.507 -0.491  0.12
C: -4.870 1.342 0.430  -0.15
C: -4.060 1.974 1.369  -0.06
C: -2.715 1.684 1.283  -0.11
N: -2.252 0.827 0.387  0.04
H: -1.598 -4.812 -7.257  0.08
H: -0.707 -3.428 -7.527  0.08
H: -2.767 -5.217 -5.161  0.11
H: -3.718 -4.155 -3.123  0.10
H: -1.595 -0.553 -3.976  0.11
H: -0.645 -1.604 -6.004  0.10
H: -5.940 1.529 0.416  0.11
H: -4.456 2.652 2.111  0.10
H: -1.982 2.114 1.960  0.13
Br: 2.251 -0.601 -0.788  0.36
C: -1.565 -4.888 -0.463  -0.03
C: -0.215 -3.353 -1.702  -0.55
C: 0.407 -4.527 -2.399  0.04
O: 0.067 -2.208 -1.991  -0.06
H: -2.009 -5.310 -1.364  0.09
H: -2.328 -4.767 0.295  0.09
H: -0.764 -5.524 -0.088  0.10
H: 0.844 -5.214 -1.673  0.09
H: 1.175 -4.153 -3.069  0.10
H: -0.348 -5.064 -2.971  0.08

Values from the calculation:
Largest force on an atom (eV Å⁻¹): 0.55
Highest occupied orbital energy (eV): -5.642
Energy relative to the best compared isomer or geometry (same formula, charge and spin) (eV): 1.258
Net charge: -1
Orbital gap (eV): 7.99